18
Properties=species:S:1:pos:R:3:mulliken_charge:R:1 method="wB97M-V/def2-TZVPD" multiplicity=1 homo_lumo_gap_ev=11.0 charge=0 smiles="C=CC.CCO"
C -1.74 -0.12 1.29 -0.63
C -1.63 0.42 0.08 -0.22
C -2.15 -0.18 -1.19 -0.87
H -1.35 0.37 2.18 0.29
H -2.22 -1.09 1.43 0.26
H -1.12 1.38 -0.02 0.34
H -2.93 0.46 -1.60 0.33
H -2.57 -1.18 -1.01 0.27
H -1.35 -0.27 -1.94 0.24
C 2.55 0.15 0.73 -0.98
C 1.71 0.17 -0.55 -0.13
O 0.83 -0.94 -0.59 -0.51
H 3.09 -0.80 0.79 0.25
H 1.89 0.26 1.60 0.27
H 3.26 0.98 0.72 0.34
H 1.17 1.13 -0.64 0.17
H 2.35 0.06 -1.43 0.33
H 0.21 -0.82 0.14 0.27